# 1
A cluster of 6 separate species, C39H49BrFN8OP in total in a non-equilibrium geometry, computed with ωB97M-V with the def2-TZVPD basis set.

## Properties
SMILES: CC[C@H](Br)[C@@](C#N)(CCCF)[C@](C#N)(CCCN)P(C)O.c1ccncc1.c1ccncc1.c1ccncc1.c1ccncc1.c1ccncc1
E_LUMO: 0.41 eV
Orbital gap: 9.446 eV

Geometry (Å):
C  5.680  -1.819  -2.221
C  4.394  -1.184  -1.653
C  3.483  -0.651  -2.755
Br  4.556  0.372  -4.034
C  2.231  0.152  -2.195
C  2.084  -0.251  -0.784
N  1.929  -0.589  0.303
C  2.422  1.692  -2.125
C  2.016  2.529  -3.324
C  2.195  4.010  -2.997
F  1.402  4.774  -3.848
C  0.912  -0.297  -2.909
C  -0.195  0.512  -2.416
N  -1.084  1.161  -2.082
C  0.541  -1.766  -2.553
C  -0.885  -2.181  -2.973
C  -1.891  -2.144  -1.808
N  -3.202  -1.555  -2.125
P  1.093  -0.133  -4.826
C  -0.514  0.619  -5.300
O  0.899  -1.710  -5.303
H  5.995  -2.601  -1.532
H  5.487  -2.311  -3.170
H  6.492  -1.105  -2.291
H  4.685  -0.410  -0.947
H  3.876  -1.998  -1.154
H  3.127  -1.512  -3.311
H  1.833  2.044  -1.278
H  3.463  1.876  -1.862
H  0.969  2.404  -3.590
H  2.609  2.316  -4.206
H  3.235  4.293  -3.154
H  1.918  4.205  -1.961
H  0.597  -1.889  -1.475
H  1.265  -2.450  -2.987
H  -0.813  -3.200  -3.350
H  -1.253  -1.575  -3.793
H  -1.476  -1.565  -0.986
H  -2.061  -3.156  -1.444
H  -3.106  -0.545  -2.119
H  -3.483  -1.837  -3.056
H  -0.367  1.693  -5.236
H  -0.755  0.340  -6.323
H  -1.351  0.368  -4.654
H  0.035  -1.843  -5.712
C  4.522  8.450  -2.778
C  4.232  9.300  -1.722
C  2.989  9.196  -1.115
N  2.055  8.326  -1.490
C  2.346  7.516  -2.506
C  3.559  7.539  -3.180
H  5.480  8.500  -3.280
H  4.951  10.029  -1.375
H  2.725  9.843  -0.285
H  1.569  6.822  -2.797
H  3.738  6.858  -4.001
C  -3.741  -0.118  1.133
C  -3.605  0.574  2.326
C  -3.530  -0.153  3.504
N  -3.586  -1.483  3.558
C  -3.719  -2.137  2.401
C  -3.799  -1.502  1.168
H  -3.802  0.413  0.191
H  -3.555  1.655  2.344
H  -3.424  0.355  4.458
H  -3.761  -3.218  2.483
H  -3.904  -2.073  0.257
C  -7.736  2.736  5.601
C  -7.620  4.090  5.330
C  -6.824  4.485  4.266
N  -6.160  3.634  3.486
C  -6.282  2.336  3.758
C  -7.052  1.838  4.799
H  -8.347  2.388  6.423
H  -8.135  4.828  5.930
H  -6.709  5.536  4.022
H  -5.731  1.667  3.110
H  -7.110  0.771  4.971
C  6.980  -3.980  2.949
C  5.963  -3.087  2.658
C  5.256  -3.254  1.475
N  5.503  -4.223  0.599
C  6.487  -5.073  0.891
C  7.250  -4.997  2.046
H  7.554  -3.886  3.861
H  5.718  -2.276  3.330
H  4.451  -2.573  1.218
H  6.670  -5.852  0.159
H  8.035  -5.717  2.231
C  -4.711  -6.879  5.871
C  -4.871  -7.223  4.538
C  -4.543  -6.284  3.572
N  -4.083  -5.067  3.855
C  -3.936  -4.748  5.139
C  -4.234  -5.616  6.179
H  -4.956  -7.584  6.655
H  -5.241  -8.198  4.250
H  -4.653  -6.515  2.518
H  -3.567  -3.746  5.330
H  -4.095  -5.304  7.205

Here are the Löwdin charges for atoms 1 to 5, given in e: number 1, C, carries -0.14; number 2, C, carries -0.30; number 3, C, carries -0.60; number 4, Br, carries 0.80; number 5, C, carries -0.41


# 2
A structure of composition C27H46BrIrN3OP2 in a non-equilibrium geometry, computed with ωB97M-V with the def2-TZVPD basis set.

## Properties
Total charge: +4
Spin multiplicity: 6
Energy relative to the best compared isomer or geometry (same formula, charge and spin): 0.0 kcal/mol
E_LUMO (spin up / spin down): -12.77 / -14.54 eV
Orbital gap (spin up / spin down): 5.827 / 4.893 eV

Geometry (Å):
N  -6.069  4.107  -4.519
C  -6.035  4.462  -3.234
C  -5.285  3.764  -2.271
C  -4.467  2.664  -2.650
C  -4.569  2.293  -4.017
C  -5.368  3.041  -4.904
C  -3.504  2.040  -1.740
Ir  -0.564  0.069  0.678
P  4.518  -0.558  0.455
C  -2.371  1.421  -2.176
C  -1.106  1.461  -1.549
C  0.064  1.139  -2.272
C  1.251  0.937  -1.617
C  1.290  1.049  -0.214
C  0.378  1.989  0.333
C  -0.963  1.905  -0.179
Br  1.284  -1.378  1.933
H  -3.712  2.176  -0.681
H  -2.388  1.055  -3.190
H  -5.318  4.131  -1.246
H  -4.052  1.421  -4.428
H  -6.606  5.362  -2.971
H  -5.426  2.786  -5.968
H  0.029  1.117  -3.358
H  -1.779  2.392  0.334
H  2.155  0.739  -2.190
H  0.650  2.711  1.087
P  -0.786  -1.993  -0.089
C  3.365  0.586  1.133
C  3.760  2.028  1.230
H  3.007  0.201  2.104
H  2.209  0.690  0.394
H  2.912  2.552  1.710
H  4.661  2.208  1.820
H  3.886  2.459  0.234
C  3.896  -1.291  -1.111
C  4.991  -1.997  -1.911
H  3.460  -0.475  -1.695
H  3.085  -1.970  -0.833
H  4.609  -2.256  -2.904
H  5.860  -1.345  -2.047
H  5.320  -2.911  -1.417
C  4.542  -2.129  1.417
C  5.339  -2.129  2.714
H  4.919  -2.923  0.752
H  3.482  -2.355  1.633
H  5.228  -3.101  3.222
H  6.406  -1.976  2.525
H  4.998  -1.350  3.403
C  -0.678  -3.598  0.822
C  -1.830  -4.556  0.519
H  -0.601  -3.365  1.897
H  0.289  -4.038  0.523
H  -2.743  -4.258  1.061
H  -2.048  -4.622  -0.563
H  -1.530  -5.553  0.870
C  0.200  -2.281  -1.571
C  -0.659  -2.701  -2.755
H  0.954  -3.038  -1.302
H  0.755  -1.353  -1.785
H  -1.132  -3.677  -2.580
H  -1.434  -1.955  -2.986
H  -0.003  -2.786  -3.629
C  -2.544  -1.578  -0.280
C  -3.037  -0.899  0.993
H  -3.039  -2.535  -0.483
H  -2.652  -0.908  -1.155
H  -3.883  -0.233  0.765
H  -3.325  -1.639  1.754
H  -2.280  -0.217  1.500
C  0.871  3.343  4.207
N  -0.027  2.271  4.572
C  -0.359  1.217  3.767
N  -0.987  0.188  4.391
O  -0.029  1.198  2.552
H  1.018  3.363  3.126
H  1.845  3.228  4.698
H  0.435  4.293  4.538
H  -0.462  2.285  5.480
H  -0.938  -0.736  3.983
H  -1.333  0.321  5.341

Here are the Löwdin charges for atoms 1 to 5, given in e: number 1, N, carries 0.17; number 2, C, carries 0.03; number 3, C, carries 0.11; number 4, C, carries -0.14; number 5, C, carries 0.10


# 3
The molecule C5H8O2, computed with ωB97M-V with the def2-TZVPD basis set.

## Properties
Energy relative to the best compared isomer or geometry (same formula, charge and spin): 143.4 kcal/mol
E_LUMO: 0.54 eV
Orbital gap: 9.468 eV

Geometry (Å):
O  0.809  0.630  -1.781
C  0.885  0.569  -0.324
C  -0.353  1.155  0.380
C  -0.778  -0.267  0.701
C  -1.885  -0.799  1.195
O  -0.527  0.177  -2.240
C  0.517  -0.842  0.154
H  0.804  1.562  -2.056
H  1.873  0.964  -0.072
H  -1.028  1.705  -0.279
H  -0.092  1.759  1.256
H  -1.998  -1.875  1.296
H  -2.729  -0.179  1.485
H  0.409  -1.562  -0.659
H  1.205  -1.222  0.918

Here are the Löwdin charges for atoms 1 to 5, given in e: number 1, O, carries -0.10; number 2, C, carries -0.25; number 3, C, carries -0.08; number 4, C, carries -0.30; number 5, C, carries 0.06